Molecular formula: C19H45BINO5P
Method: DFT, ωB97M-V/def2-TZVPD

Properties
Net charge: -1
LUMO: 2.26 eV
E_tot: -50226.619 eV

Each atom is followed by the atoms it is bonded to, with distances in Å.
CARTESIAN COORDINATES (ANGSTROEM)
1 C -3.258 -3.659 1.598  O2 1.471, H17 1.191, H18 1.193, H19 1.172
2 O -3.681 -2.394 2.220  C1 1.471, C3 1.481
3 C -3.731 -1.286 1.238  O2 1.481, C4 1.640, H20 1.191, H21 1.187
4 C -2.383 -1.131 0.317  C3 1.640, O5 1.501, C12 1.640, H22 1.176
5 O -2.811 -1.744 -0.984  C4 1.501, B6 1.496
6 B -3.247 -0.650 -1.906  O5 1.496, P7 1.915, O11 1.505, H23 1.197
7 P -2.518 -0.565 -3.674  B6 1.915, N8 1.619, O9 1.777, O10 1.775
8 N -1.597 -1.851 -4.019  P7 1.619, H24 1.044
9 O -1.469 0.857 -3.863  P7 1.777, H25 1.014
10 O -3.822 -0.444 -4.873  P7 1.775, H26 1.002
11 O -3.153 0.605 -1.080  B6 1.505, C12 1.471
12 C -1.950 0.334 -0.278  C4 1.640, O11 1.471, C13 1.639, H27 1.186
13 C -1.340 1.487 0.716  C12 1.639, C14 1.654, H28 1.170, H29 1.194
14 C 0.280 1.689 0.452  C13 1.654, C15 1.658, I16 2.198, H30 1.178
15 C 0.630 2.268 -1.062  C14 1.658, H31 1.190, H32 1.189, H33 1.192
16 I 1.431 -0.167 0.703  C14 2.198
17 H -2.094 -3.708 1.351  C1 1.191
18 H -3.426 -4.512 2.416  C1 1.193
19 H -3.877 -3.972 0.652  C1 1.172
20 H -4.738 -1.373 0.610  C3 1.191
21 H -3.855 -0.293 1.877  C3 1.187
22 H -1.464 -1.610 0.873  C4 1.176
23 H -4.429 -0.730 -2.071  B6 1.197
24 H -1.606 -2.475 -3.183  N8 1.044
25 H -0.562 0.541 -3.536  O9 1.014
26 H -4.355 0.385 -4.690  O10 1.002
27 H -1.136 0.032 -1.087  C12 1.186
28 H -1.572 1.339 1.853  C13 1.170
29 H -1.862 2.512 0.398  C13 1.194
30 H 0.660 2.433 1.283  C14 1.178
31 H 1.147 3.339 -1.032  C15 1.190
32 H -0.342 2.355 -1.741  C15 1.189
33 H 1.388 1.555 -1.641  C15 1.192
34 C 0.669 5.738 0.295  C35 1.521, H40 1.094, H41 1.095, H42 1.095
35 C 1.657 6.383 -0.664  C34 1.521, C36 1.530, H43 1.095, H44 1.097
36 C 2.976 6.775 0.005  C35 1.530, C37 1.534, H45 1.094, H46 1.098
37 C 2.856 7.823 1.118  C36 1.534, C38 1.531, H47 1.097, H48 1.097
38 C 2.213 9.148 0.697  C37 1.531, C39 1.521, H49 1.097, H50 1.095
39 C 3.007 9.884 -0.370  C38 1.521, H51 1.095, H52 1.094, H53 1.094
40 H 0.382 6.421 1.100  C34 1.094
41 H -0.244 5.454 -0.238  C34 1.095
42 H 1.095 4.835 0.743  C34 1.095
43 H 1.193 7.254 -1.139  C35 1.095
44 H 1.873 5.673 -1.472  C35 1.097
45 H 3.666 7.135 -0.764  C36 1.094
46 H 3.442 5.875 0.427  C36 1.098
47 H 3.860 8.025 1.513  C37 1.097
48 H 2.284 7.405 1.955  C37 1.097
49 H 2.135 9.793 1.581  C38 1.097
50 H 1.189 8.983 0.347  C38 1.095
51 H 4.020 10.103 -0.020  C39 1.095
52 H 2.520 10.833 -0.615  C39 1.094
53 H 3.079 9.302 -1.294  C39 1.094
54 C 0.768 -4.673 0.911  C55 1.521, H60 1.094, H61 1.095, H62 1.095
55 C -0.061 -5.947 0.976  C54 1.521, C56 1.530, H63 1.095, H64 1.097
56 C 0.484 -6.969 1.976  C55 1.530, C57 1.534, H65 1.094, H66 1.098
57 C 1.889 -7.499 1.666  C56 1.534, C58 1.531, H67 1.097, H68 1.097
58 C 2.046 -8.160 0.294  C57 1.531, C59 1.521, H69 1.097, H70 1.095
59 C 1.177 -9.397 0.125  C58 1.521, H71 1.095, H72 1.094, H73 1.094
60 H 1.790 -4.873 0.577  C54 1.094
61 H 0.321 -3.968 0.203  C54 1.095
62 H 0.813 -4.188 1.891  C54 1.095
63 H -0.136 -6.388 -0.023  C55 1.095
64 H -1.084 -5.682 1.271  C55 1.097
65 H -0.217 -7.806 2.040  C56 1.094
66 H 0.500 -6.515 2.976  C56 1.098
67 H 2.166 -8.222 2.443  C57 1.097
68 H 2.616 -6.681 1.747  C57 1.097
69 H 3.095 -8.451 0.165  C58 1.097
70 H 1.827 -7.444 -0.505  C58 1.095
71 H 1.417 -10.147 0.884  C59 1.095
72 H 1.347 -9.844 -0.859  C59 1.094
73 H 0.113 -9.157 0.199  C59 1.094